Record 1
Below is 2 unconnected molecules or ions with the total composition C27H54F5INO6PS2 at a distorted geometry, with properties calculated with the ωB97M-V functional and the def2-TZVPD basis.

Geometry as XYZ:
```
97
Properties=species:S:1:pos:R:3:forces:R:3:mulliken_charge:R:1
C -1.17330 1.10609 2.41357 -0.2 -0.1 -0.9 -0.529
C -1.05911 2.39159 1.59092 0.1 0.4 0.5 -0.683
C 0.34304 2.99300 1.41331 0.1 0.4 -0.4 -0.044
C 1.04049 3.39113 2.71605 -0.1 -0.4 0.2 -1.719
C 1.21235 2.12369 0.48360 -0.4 -0.2 0.8 2.825
C 2.00460 1.08622 1.27255 0.5 -0.6 -0.1 -1.940
N 2.26181 -0.14902 0.47749 -0.4 0.6 0.2 1.052
C 2.67746 -1.26656 1.30315 0.4 0.2 -0.3 -0.769
I 3.11837 -2.89292 -0.08781 -0.1 0.1 0.1 -0.039
C 3.91970 -0.94665 2.15332 -0.2 -0.3 0.2 0.077
C 3.61256 -0.93558 3.66270 0.5 0.1 -0.2 -1.397
O 2.02288 3.06688 -0.24367 0.2 -0.2 -0.2 -0.425
C 2.73925 2.72291 -1.38169 0.3 -0.1 -0.3 0.544
C 2.05297 1.79652 -2.38372 -0.1 -0.1 0.0 -1.388
C 0.62382 2.20212 -2.79342 -0.2 -0.2 0.2 -1.172
C -0.39389 1.06323 -2.69227 0.0 -0.1 -0.2 -0.087
C -0.02292 -0.23659 -3.39999 0.0 -0.1 0.0 -0.652
C -1.07222 -1.32691 -3.17846 0.2 -0.3 0.0 -1.072
C -1.36791 -1.61198 -1.69635 -0.1 0.0 -0.2 0.855
C -1.72338 -3.07719 -1.41016 0.1 -0.1 0.5 -1.257
C -0.51802 -3.89375 -0.91995 -0.4 0.1 -0.1 -0.054
C -0.88149 -5.33775 -0.54400 0.5 0.3 -0.1 -0.868
C 0.31048 -6.29756 -0.56550 -0.3 -0.2 0.1 -0.425
O 0.74308 -6.51307 0.76593 0.2 0.2 0.0 -0.325
C 1.93822 -7.26153 0.85052 0.0 0.1 0.0 -0.724
P 4.48220 2.08698 -0.93923 0.4 0.5 1.1 0.435
S 5.27512 2.77090 0.70660 -0.2 -0.2 -0.2 -0.397
S 2.96824 4.43211 -2.13721 -0.9 0.9 0.9 1.223
O 1.66429 5.04862 -2.16347 0.7 -0.4 -0.3 -0.684
O 4.06600 5.12664 -1.52574 -0.2 -0.6 -0.4 -0.626
C 3.40620 4.29945 -3.96227 0.1 0.4 -0.4 0.654
F 3.42240 5.60779 -4.32043 0.0 -0.7 0.1 -0.261
F 2.44603 3.66331 -4.66289 0.3 0.3 0.2 -0.220
C 4.77754 3.69311 -4.37219 0.2 0.2 -0.2 0.451
F 5.76443 4.11407 -3.56978 -0.5 -0.2 -0.6 -0.207
F 5.04617 4.06163 -5.63553 0.0 -0.2 0.6 -0.263
F 4.71882 2.34749 -4.33181 0.1 0.4 0.0 -0.212
H -2.22482 0.81105 2.42850 0.1 0.0 0.3 0.018
H -0.79081 1.20696 3.42689 0.0 0.0 0.0 0.281
H -0.65802 0.29056 1.89282 0.1 0.0 0.2 0.014
H -1.49580 2.23792 0.60029 0.0 0.0 0.0 0.237
H -1.66596 3.16490 2.07621 0.0 -0.1 -0.1 0.530
H 0.19855 3.92241 0.85104 0.0 -0.1 -0.1 0.485
H 0.63418 4.32241 3.11061 0.0 0.0 -0.1 0.445
H 2.11872 3.49723 2.57886 -0.1 0.2 -0.1 0.353
H 0.89792 2.63113 3.49051 0.0 0.0 0.0 0.316
H 0.49984 1.59729 -0.15631 0.3 0.1 -0.5 -1.517
H 2.96339 1.51109 1.57174 -0.1 0.1 0.0 0.553
H 1.48011 0.81740 2.19531 -0.2 0.2 0.0 0.422
H 1.37512 -0.39487 0.04050 0.1 -0.1 -0.1 -0.836
H 1.86268 -1.65449 1.92196 0.1 -0.1 0.0 0.724
H 4.35127 0.00071 1.82747 0.0 0.0 -0.1 -0.081
H 4.67074 -1.71335 1.97539 0.1 0.1 0.0 0.617
H 4.28401 -0.23603 4.16541 -0.1 0.0 0.0 0.360
H 3.82337 -1.91697 4.08979 -0.3 0.0 0.0 0.358
H 2.58340 -0.64867 3.87804 0.0 0.0 0.1 0.323
H 2.02807 0.80323 -1.93970 0.1 -0.1 0.3 0.276
H 2.71017 1.68331 -3.24942 -0.1 0.0 0.0 0.716
H 0.28766 3.00598 -2.13666 0.0 0.1 -0.2 0.503
H 0.60163 2.57678 -3.81494 0.1 0.1 0.1 0.619
H -0.60842 0.82832 -1.64666 0.0 0.1 0.0 -0.546
H -1.33697 1.42181 -3.11959 0.0 0.0 0.1 0.611
H 0.10497 -0.06500 -4.47472 0.0 0.1 0.0 0.331
H 0.93822 -0.63242 -3.04681 0.0 0.1 0.1 0.353
H -0.70294 -2.25456 -3.63100 0.0 0.1 0.0 0.454
H -1.99090 -1.07233 -3.71488 0.0 0.0 0.1 0.301
H -2.17385 -0.96424 -1.34076 0.1 0.0 0.0 0.427
H -0.48045 -1.34971 -1.10456 0.0 0.0 0.0 -0.713
H -2.48357 -3.11730 -0.62119 0.0 0.0 -0.1 0.283
H -2.16469 -3.55024 -2.29226 0.0 0.0 0.0 0.418
H -0.11917 -3.39332 -0.03449 0.2 0.0 -0.1 -0.045
H 0.27093 -3.86986 -1.67588 0.0 0.0 0.0 0.433
H -1.66008 -5.69982 -1.21789 -0.1 0.0 0.1 0.433
H -1.24201 -5.33696 0.48677 -0.3 -0.2 -0.1 0.329
H 0.02131 -7.25563 -1.02175 0.1 0.0 0.0 0.310
H 1.13348 -5.88090 -1.16030 0.0 0.0 0.0 0.332
H 2.44356 -6.98766 1.77728 -0.1 -0.1 0.0 0.233
H 2.60809 -7.03162 0.01470 0.0 0.0 0.0 0.314
H 1.73369 -8.33798 0.84951 0.0 0.0 0.0 0.291
H 5.27017 2.36864 -2.05948 -0.3 -0.1 -0.1 0.019
H 4.34647 0.69571 -0.93220 -0.2 -0.1 -0.4 0.033
C -8.23832 1.20743 2.09569 0.0 0.0 0.0 -0.686
O -7.95674 -0.02171 2.74162 0.1 0.1 0.0 -0.377
C -7.20195 -0.92365 1.95217 -0.1 0.0 0.1 -0.554
C -5.72337 -0.88380 2.27602 0.1 0.0 -0.1 -0.424
O -5.13614 0.37506 1.98999 -0.1 0.1 0.0 -0.297
C -5.02083 1.22202 3.11977 0.1 0.0 0.0 -0.896
H -8.51883 1.92549 2.86463 0.0 0.0 0.0 0.251
H -7.37083 1.58935 1.55375 0.0 0.0 0.0 0.276
H -9.07496 1.09302 1.39828 0.0 0.0 0.0 0.321
H -7.36058 -0.72573 0.88701 0.0 0.0 0.0 0.317
H -7.57463 -1.92986 2.16570 0.0 0.0 0.0 0.377
H -5.21289 -1.62637 1.65504 0.0 0.0 0.0 0.311
H -5.55881 -1.15199 3.32465 0.0 0.0 0.0 0.345
H -4.15151 0.93466 3.72160 0.0 0.0 0.1 0.330
H -5.91318 1.19819 3.74787 0.0 0.0 0.0 0.433
H -4.87598 2.23857 2.75588 0.0 0.0 0.0 0.278
```
Forces are in eV/Å.

Computed properties:
Gap between HOMO and LUMO = 9.0 eV
Calculated total energy = -3502.0055 hartree
Structure (SMILES) = CC[C@@H](C)[C@H](CN[C@@H](I)CC)O[C@](CCCCCCCCCCOC)([PH2]=S)S(=O)(=O)C(F)(F)C(F)(F)F.COCCOC
Charge = 0
LUMO = 0.00922 Ha

Record 2
Below is 2 unconnected molecules or ions with the total composition C4H9O2, with properties calculated with the ωB97M-V functional and the def2-TZVPD basis.

Geometry as XYZ:
```
15
Properties=species:S:1:pos:R:3:forces:R:3:nbo_charge:R:1
C 1.60489 -1.29226 -1.11433 0.9 -0.4 0.1 0.341
C -0.57690 1.52231 -0.28708 0.1 0.2 -0.2 -0.730
C -1.25046 -0.69488 0.76766 0.1 -0.3 0.1 -0.715
C -0.19641 0.29402 0.44021 -0.2 0.1 0.0 0.729
O 0.86232 0.26423 1.18642 0.1 -0.1 0.4 -0.605
O 0.54143 -0.73854 -1.16320 -0.8 0.4 -0.3 -0.478
H 1.98730 -1.86695 -1.96074 -0.1 0.0 -0.2 0.177
H 2.24922 -1.25420 -0.22468 -0.1 0.1 0.2 0.146
H -1.23053 2.10455 0.36780 0.0 0.0 0.1 0.284
H 0.27662 2.14158 -0.55514 0.1 0.0 0.0 0.245
H -1.15073 1.28827 -1.18058 0.0 -0.1 0.0 0.279
H -1.75125 -0.35799 1.68154 0.0 0.1 -0.1 0.282
H -0.83535 -1.67719 0.98288 0.1 0.0 0.0 0.263
H -1.98829 -0.76106 -0.02829 0.1 0.0 0.0 0.263
H 1.45816 1.02810 1.08754 -0.2 0.0 -0.1 0.519
```
Forces are in eV/Å.

Computed properties:
Gap between HOMO and LUMO = 11.6 eV
Calculated total energy = -307.9918 hartree
Charge = +1
LUMO = -0.15085 Ha
ΔE to the lowest compared entry with this formula, charge and spin = 0.0 kJ/mol

Record 3
Below is 2 unconnected molecules or ions with the total composition C4H9NO2, with properties calculated with the ωB97M-V functional and the def2-TZVPD basis.

Geometry as XYZ:
```
16
Properties=species:S:1:pos:R:3:forces:R:3:nbo_charge:R:1
C -1.05007 2.04598 -2.04121 -0.1 0.2 -0.1 -0.425
N -0.37880 1.24977 -1.03188 -0.3 -0.3 0.2 -0.494
C -1.09235 0.43325 -0.39219 0.0 0.2 -0.2 0.406
O -0.62782 -0.38349 0.57173 -0.1 0.0 0.1 -0.498
C 0.75105 -0.26952 0.88234 0.3 0.1 0.1 -0.192
C 1.08440 -1.28195 1.94853 0.4 -0.1 0.1 0.432
O 2.20876 -1.66539 2.16003 -0.5 0.2 0.0 -0.513
H -0.89130 3.10761 -1.82719 0.0 -0.1 -0.1 0.204
H -0.61784 1.83545 -3.02656 0.0 0.1 0.2 0.204
H -2.13679 1.86946 -2.09598 0.2 0.0 0.0 0.169
H -2.17003 0.28208 -0.52364 0.2 0.0 0.0 0.150
H 1.37187 -0.37001 -0.01129 0.0 0.0 0.2 0.229
H 0.97651 0.69909 1.34587 -0.1 0.1 -0.2 0.215
H 0.23160 -1.60669 2.57518 0.0 0.0 -0.1 0.120
H 1.43099 -2.75827 -0.47728 0.0 -0.1 -0.1 -0.019
H 1.95207 -2.69689 0.04694 0.0 -0.1 -0.2 0.014
```
Forces are in eV/Å.

Computed properties:
Gap between HOMO and LUMO = 11.1 eV
Calculated total energy = -362.9698 hartree
Structure (SMILES) = C/N=C/OCC=O.[H][H]
Charge = 0
LUMO = 0.03603 Ha
ΔE to the lowest compared entry with this formula, charge and spin = 303.7 kJ/mol

Record 4
Below is 2 unconnected molecules or ions with the total composition C14H20Br2ClF3N2O5PS2 at a distorted geometry, with properties calculated with the ωB97M-V functional and the def2-TZVPD basis.

Geometry as XYZ:
```
50
Properties=species:S:1:pos:R:3:forces:R:3:nbo_charge:R:1
C 0.41476 0.66148 -0.90721 -0.4 0.3 -0.2 -0.668
C -0.73296 0.15048 -0.10870 0.4 0.1 0.3 -0.054
Br -2.39068 0.28566 -0.99948 -0.1 -0.1 0.0 0.075
C -0.63188 -0.34209 1.12209 -0.4 0.5 -0.1 -0.137
Br -2.22356 -0.83970 2.04926 0.0 -0.1 0.0 0.070
C 0.62176 -0.51458 1.95390 -0.1 -1.3 0.3 0.043
S 0.72131 0.81207 3.33480 0.7 0.4 0.2 2.022
O 1.60328 1.82965 2.85891 -0.3 0.3 -0.5 -0.898
O 0.97096 0.22780 4.61573 -0.5 -0.4 0.3 -0.908
C -0.88367 1.75056 3.58747 -0.1 0.4 0.4 0.742
F -1.76761 1.06484 4.33358 0.3 0.5 -0.4 -0.315
F -0.52193 2.84771 4.29556 -0.4 -0.5 -0.4 -0.320
F -1.44765 2.16353 2.44222 0.1 -0.1 0.6 -0.316
O 1.83304 -0.44713 1.35599 -0.5 0.6 -0.6 -0.785
P 3.07677 -1.58496 1.88066 1.2 -1.0 0.5 1.446
C 4.44663 -0.82915 0.80444 -0.8 0.3 -0.1 -0.724
C 4.22980 -0.38005 -0.63309 0.2 -0.1 0.0 -0.150
C 3.37303 -1.28274 -1.48206 0.2 -0.3 0.0 -0.630
Cl 3.69905 1.34431 -0.73005 0.0 0.1 0.0 -0.107
N 3.60594 -0.38856 3.30095 -0.5 0.0 -0.9 -0.815
C 4.29422 -0.88842 4.13413 -0.3 0.2 0.0 0.816
O 4.97158 -1.38064 4.95460 0.7 -0.3 0.8 -0.602
O 1.88905 -2.22937 2.97009 0.1 0.5 0.0 -0.772
C 0.58981 -1.91980 2.66296 0.9 -0.4 0.5 -0.018
S -0.02642 -3.25422 1.52835 0.0 -0.1 -0.4 -0.084
H 1.16268 1.11754 -0.28117 0.3 -0.2 0.1 0.271
H 0.81998 -0.13742 -1.51461 0.3 -0.1 0.0 0.230
H 0.05246 1.42016 -1.59325 -0.1 0.1 -0.1 0.217
H 3.99964 -2.55607 2.39284 -0.1 0.3 0.1 -0.136
H 2.72589 -2.57113 0.90303 -0.3 0.4 -0.3 -0.148
H 4.89302 -0.00573 1.34561 0.1 0.1 0.2 0.246
H 5.18380 -1.62731 0.74373 0.1 -0.3 0.1 0.216
H 5.20773 -0.35743 -1.10373 0.2 0.2 -0.1 0.192
H 3.90499 -2.23003 -1.56685 0.0 -0.2 0.0 0.210
H 3.26642 -0.89635 -2.48935 -0.2 0.2 -0.1 0.207
H 2.42060 -1.50882 -1.02822 -0.3 0.1 0.0 0.228
H 0.05081 -1.89054 3.60101 -0.6 -0.1 -0.1 0.230
H -0.95411 -3.80960 2.30918 -0.1 0.2 0.2 0.123
C -3.97135 2.04086 -4.71313 0.0 -0.1 0.0 -0.615
C -5.30637 1.37958 -5.03875 0.2 0.1 0.0 -0.377
C -6.30991 1.46856 -3.88418 0.0 -0.1 -0.3 -0.509
C -5.85376 0.73279 -2.70794 -0.1 0.2 0.1 0.284
N -5.48156 0.17286 -1.77875 0.0 -0.1 0.0 -0.322
H -3.47346 1.54438 -3.87904 0.0 0.0 0.0 0.227
H -3.30295 1.99424 -5.57240 0.0 0.0 0.0 0.215
H -4.10833 3.09141 -4.45045 0.0 0.0 0.0 0.202
H -5.14242 0.33362 -5.30218 -0.1 0.0 0.0 0.209
H -5.74782 1.86199 -5.91296 -0.1 0.0 0.0 0.202
H -7.27468 1.06426 -4.19437 0.0 0.0 0.1 0.244
H -6.47592 2.51149 -3.60917 0.0 0.0 0.1 0.241
```
Forces are in eV/Å.

Computed properties:
Gap between HOMO and LUMO = 7.8 eV
Calculated total energy = -8076.7479 hartree
Charge = -1
LUMO = 0.07675 Ha